No. 1
This record from the Open Molecules 2025 dataset describes the molecule C3H6N4O at a distorted geometry. The level of theory is wB97M-V/def2-TZVPD.

```
14
Properties=species:S:1:pos:R:3:forces:R:3
N 0.762166 0.918159 -0.930804 1.2479 -1.6670 -0.7705
N 0.049158 -0.649235 0.676733 0.5944 3.2146 -2.2379
H -1.479232 1.328323 -1.547127 0.2972 0.5971 -0.1040
N 1.244590 -1.417061 0.461608 0.4094 0.5337 1.5619
C -0.159108 0.249732 -0.351967 0.5246 2.9485 1.0535
H 3.264809 -0.782193 0.537482 1.1650 0.1254 0.1488
O -2.392812 -0.058560 -0.385389 -0.9064 1.1234 0.7510
C 2.311329 -0.443633 0.245528 -3.6103 1.3554 -3.6506
H -0.675087 -1.253146 0.804374 -2.6503 -1.8911 0.2940
H 1.196571 -1.642546 1.443231 1.9656 -1.4273 0.3383
H -3.188366 0.316677 0.014381 0.0085 -0.3051 -0.1948
C -1.415013 1.030552 -0.511297 -1.7334 -3.0892 -0.5699
H -1.587977 1.866735 0.160563 0.2232 -0.1838 0.3095
N 2.068970 0.536197 -0.617315 2.4648 -1.3344 3.0707
```
Positions in Å, forces in eV/Å.

## Properties
- F_max (eV/A) = 5.31
- energy above the lowest of the compared OMol25 structures with the same formula, charge and spin (kcal per mole) = 110.4

The computed Löwdin charges, all in e, follow: N 0.05; N 0.04; H 0.11; N 0.00; C -0.35; H 0.09; O -0.09; C -0.13; H 0.09; H 0.11; H 0.08; C -0.14; H 0.13; N 0.01

No. 2
This record from the Open Molecules 2025 dataset describes a cluster of 2 separate species, C4H13NS in total at a distorted geometry. The level of theory is wB97M-V/def2-TZVPD.

```
19
Properties=species:S:1:pos:R:3:forces:R:3
H 0.176644 -1.647530 -0.650646 -0.7937 -0.3643 0.5070
H -2.912957 2.039897 0.409761 0.8196 -0.9073 -0.6166
C -2.623180 -0.144610 0.046115 0.2144 0.8790 3.6112
H 2.649525 -0.075935 -1.884364 -0.3204 -0.6329 1.1666
H -0.459336 0.847639 1.228421 1.2410 -1.1066 0.4050
H 3.373665 -2.091955 0.007009 -1.0521 1.0619 -0.2389
S 0.942855 -1.784616 -1.705699 0.9608 1.5191 0.4059
H -1.626940 1.635726 -0.790092 -0.4371 -0.1675 -0.1233
H 1.526065 0.506911 -0.660776 0.4553 -1.5662 -0.0511
H -3.694507 -0.104430 -0.094621 -0.2997 -0.0681 -0.0276
C -2.078977 1.312984 0.151711 -0.3496 1.6887 1.1348
H 3.970620 -0.432626 0.106854 -1.0042 -0.6268 -0.3911
C 2.994197 -1.032653 0.090234 2.6926 1.1637 1.9688
H 2.718971 -0.806791 1.168488 -0.4755 -0.7220 -1.2843
H -1.393659 1.828459 2.079064 -0.2077 -0.0979 0.0975
H -2.450313 -0.695314 1.109829 -0.1840 0.9170 -2.7562
H -2.204307 -0.584469 -0.812432 0.7400 -1.1884 -0.6486
C 2.093547 -0.434653 -0.962471 -0.5031 0.1989 -2.0591
N -1.001920 1.663970 1.163617 -1.4967 0.0196 -1.1001
```
Positions in Å, forces in eV/Å.

## Properties
- F_max (eV/A) = 3.72
- energy above the lowest of the compared OMol25 structures with the same formula, charge and spin (kcal per mole) = 30.3

The computed Löwdin charges, all in e, follow: H -0.21; H 0.11; C -0.11; H 0.07; H 0.01; H 0.08; S 0.64; H 0.09; H 0.08; H 0.05; C -0.31; H 0.08; C -0.23; H 0.08; H 0.05; H 0.12; H 0.02; C -0.57; N -0.03

What LUMO values result from the calculations? In sequence: 0.442, 0.902 eV.
What DFT total energy values result from the calculations? In sequence: -11211.9901, -16682.7753 eV.